Record 1
Density functional theory data (ωB97M-V with the def2-TZVPD basis set) for C20H24AsFN2O4RuS2 as an isolated structure.

XYZ file:
```
55
Properties=species:S:1:pos:R:3
O 0.9712 -2.3036 -1.6431
C 0.7433 1.4202 -0.1611
H 4.1789 -3.1873 -3.9048
H -6.5373 0.1142 2.2491
H 0.7811 -3.7780 -4.1416
H -3.9642 4.1226 0.9659
H -4.5760 -1.1058 2.5737
H -7.6972 2.2628 1.9203
As 2.1926 -2.1851 -2.8078
H 0.2600 -2.1131 -4.4093
H -2.8086 1.9687 1.2840
C 2.1105 0.1785 1.4009
C 1.6490 1.5078 0.9109
S -2.4417 -0.1960 3.1157
H 2.6403 2.7960 2.3116
C -3.8815 2.0329 1.4220
F 3.3594 -1.4819 -0.8946
Ru 1.3139 -1.3854 0.0841
H 3.7051 -1.1458 1.9005
C -6.6260 2.2056 1.7753
H 2.9280 -0.3648 -4.3678
C 3.5528 -0.0837 1.7188
H -3.5574 -0.8932 1.1395
H 3.4463 0.0030 -2.6970
H -6.4104 4.2836 1.2983
O 2.3865 -4.5300 -0.5110
H -0.1637 4.6738 -0.3211
N 1.1631 -0.5694 1.9834
H 1.5011 4.8306 1.4920
N 0.0209 -0.1401 2.4373
O 1.9712 -3.0197 1.1528
O 0.5554 0.2445 -0.7480
C 3.6939 -3.3996 -2.9513
C -5.9048 3.3348 1.4217
C 2.6395 -0.3702 -3.3168
H 1.6974 -2.7370 -5.2634
H 3.2817 -4.4049 -2.9425
H 2.6228 -4.8779 1.4402
H 4.3731 -3.2673 -2.1192
C 1.1300 -2.7643 -4.3344
C 2.3282 -4.1646 0.6434
H 4.1807 0.2275 0.8886
C 0.0833 2.5737 -0.5986
H -0.6358 2.4867 -1.4029
C -1.1139 -0.7394 2.1049
C 1.2914 3.8719 1.0374
S -1.2779 -1.8816 0.8627
C 0.3574 3.7847 0.0103
H 3.8238 0.4813 2.6144
C -5.9746 0.9965 1.9675
C 1.9345 2.7306 1.4926
C -3.9130 -0.4183 2.0529
C -4.5323 3.2420 1.2375
H 1.7449 0.2344 -3.1729
C -4.5973 0.8991 1.7985
```

Properties
LUMO energy (alpha / beta): 0.0007 / -0.0983 hartree
HOMO energy (alpha / beta): -8.15 / -8.50 eV
Multiplicity: 5
<S²>: 6.06

***

Record 2
Density functional theory data (ωB97M-V with the def2-TZVPD basis set) for C20H24BrF5N2OPtS as an isolated structure.

XYZ file:
```
55
Properties=species:S:1:pos:R:3
H 0.1733 -5.8583 -2.3050
F -1.3390 5.0745 -0.3528
C -6.2201 2.9046 2.6974
C 0.1823 4.1832 1.1270
H 2.5392 -5.2720 -2.6723
C -4.5714 3.0238 0.4906
H -6.8382 2.8399 3.5779
F -2.0826 4.2237 1.5200
C 2.9649 0.1728 0.2888
H 1.7047 -5.8963 -0.3765
H -7.4415 4.3097 1.6036
H -4.6986 1.5141 3.3654
C -0.5072 -0.6970 -1.1341
H -0.3448 -4.3533 -3.0635
H -1.1700 -2.5613 -1.9242
C 0.8541 -2.6461 -1.1849
C -0.0682 -4.8115 -2.1119
F 0.4122 3.2455 2.0511
C -1.1967 3.9902 0.4782
H 3.9579 0.3484 -1.6386
H 2.1221 1.9483 1.2143
H 2.6221 2.1920 -0.4511
H 3.2217 -3.7705 -2.0418
N -4.2372 2.2174 1.5183
H 0.6583 -4.7898 0.5288
H 3.8422 2.0484 0.8226
H 2.3653 -4.4062 0.3019
Pt -1.6284 2.2596 -0.4588
S -3.6614 3.2038 -0.9152
F 0.2491 5.3761 1.7474
C -6.5538 3.6954 1.6473
N -5.7358 3.7432 0.5759
C 2.3201 -4.2237 -2.4559
F 1.1488 4.1583 0.2110
Br -2.2077 0.0714 -1.5515
C 1.1383 -4.1156 -1.4823
H 2.7902 -2.3007 -0.3935
C -0.3488 -2.0307 -1.4634
H 2.4302 -0.2771 2.3463
C 2.8709 1.6833 0.4777
H -0.9362 -4.7865 -1.4500
O 0.1973 1.3891 -0.1805
H 3.4215 -1.5308 1.5927
C 1.8361 -1.8386 -0.6122
C 4.1560 -0.0773 -0.6532
C -5.0197 2.1729 2.5651
C 1.4887 -4.8438 -0.1776
C 3.2606 -0.4534 1.6601
H -5.9503 4.3567 -0.1985
C 0.4415 0.1368 -0.5245
H 5.0472 0.4061 -0.2473
H 4.1588 -0.0026 2.0891
H 2.0921 -3.7179 -3.3959
H 4.3846 -1.1350 -0.7825
C 1.7054 -0.4935 -0.2988
```

Properties
Relative energy (zero: lowest compared OMol25 entry of this formula, charge and spin): 0.0 kJ/mol
LUMO energy: -0.0388 hartree
HOMO energy: -7.36 eV

***

Record 3
Density functional theory data (ωB97M-V with the def2-TZVPD basis set) for C20H24F5NO2P2TeY as an isolated structure.

XYZ file:
```
56
Properties=species:S:1:pos:R:3
H -1.0404 4.6805 -4.6863
H 5.0918 -1.7808 -3.5670
H 3.2318 -3.2349 -2.7686
C 0.6391 3.5413 -3.9208
C 0.8014 -2.5588 -1.8752
C -0.7186 3.8009 -4.1272
H -4.5723 0.3184 -0.4758
H -3.3655 1.2319 -2.5635
F 2.1062 -0.4708 1.8500
H -3.6661 -1.2175 -0.6749
P 0.2194 -2.1221 -0.2024
O -1.1722 -0.8951 3.5874
H 3.1091 2.5612 -3.7202
H 2.7066 2.4151 -1.9580
C 1.0251 2.3751 -3.2737
C -2.3628 0.8491 -2.3303
C 0.0659 1.4854 -2.7581
F 3.8262 3.2916 1.1863
H 1.4152 4.2281 -4.2780
H -2.7301 3.0520 -3.8501
H 1.4562 -4.0749 0.3484
H 1.1927 -3.5811 -1.8291
C 2.7050 0.5806 -3.0039
C 1.8838 -1.6464 -2.3767
H -2.1115 3.1440 -0.3569
Y 0.7883 0.5562 0.3904
C 4.1480 -1.3308 -3.2474
C -2.8517 2.3809 -0.1074
C -1.6738 2.8942 -3.6413
N 0.4947 0.3533 -2.0908
F 0.2331 2.1409 1.6253
C -0.9473 -0.8163 2.4703
H -3.0837 2.4378 0.9584
C 3.1058 -2.1539 -2.7869
H -0.0533 -2.5579 -2.5599
C 3.9491 0.0523 -3.3298
C -1.3238 1.7693 -2.9106
H 4.7451 0.7231 -3.6638
C -3.6876 -0.2522 -0.1503
F 4.9407 0.9351 1.6036
C 1.4531 -3.0607 0.7563
H -3.7628 2.5575 -0.6918
C 1.6743 -0.2381 -2.5044
H -1.7154 -3.0783 0.8556
C 2.4675 2.0667 -2.9922
P -2.1887 0.7208 -0.4869
H 2.4404 -2.6011 0.6545
C -1.2208 -3.2094 -0.1126
H -3.7560 -0.4230 0.9315
H -2.2734 -0.1638 -2.7483
F 3.7798 1.7266 3.7988
H -1.9128 -2.9942 -0.9370
H -0.8443 -4.2375 -0.2012
O 2.8238 1.1443 -0.0291
Te 3.2175 1.5982 1.8436
H 1.1568 -3.0687 1.8081
```

Properties
Relative energy (zero: lowest compared OMol25 entry of this formula, charge and spin): 105.4 kJ/mol
Charge: +1
LUMO energy (alpha / beta): -0.2697 / -0.2703 hartree
HOMO energy (alpha / beta): -10.89 / -10.89 eV

***

Record 4
Density functional theory data (ωB97M-V with the def2-TZVPD basis set) for C20H24IrN3PSe2Si as an isolated structure.

XYZ file:
```
52
Properties=species:S:1:pos:R:3
C -4.5549 1.8028 1.2110
C -0.9196 4.0065 3.1665
C 5.5553 1.0299 -1.7513
C 5.5858 -1.7715 -0.4279
C 0.4333 2.2037 2.3361
C -3.1214 3.2891 -0.6356
H 2.5364 -1.0211 2.4074
H -0.0722 -1.5884 2.9561
H 6.5591 0.9166 -2.1689
H 5.0190 -2.6872 -0.2556
H -1.4159 1.9455 3.4310
N -1.3469 1.7890 -0.5274
Se -1.1155 -1.7314 -0.0524
H 5.7459 -1.2744 0.5300
H 5.6573 1.4961 -0.7708
H 1.8364 5.1943 1.5826
C 4.5297 -1.4267 -3.3290
H 3.9497 -2.3489 -3.2819
C 1.3464 3.1230 1.8072
H -2.9289 0.4283 1.3022
Si 4.7652 -0.6523 -1.6643
H -1.7877 4.3557 3.7090
H 3.0950 0.5273 1.7525
C -4.4250 3.7336 -0.2512
H 4.0316 -0.7448 -4.0197
H 2.5766 0.4226 3.4571
C -0.5727 -2.1469 -1.7639
N -2.3609 3.9290 -1.5022
H 6.5650 -2.0596 -0.8178
C -0.7060 2.6464 3.0106
C 2.3993 0.0595 2.4426
Ir 0.0634 0.2794 -0.1465
H 5.0050 1.7069 -2.4058
C -0.3407 -0.5399 3.0855
P 0.7026 0.4712 2.0226
C 1.8937 -0.0034 -0.5814
C -0.0111 4.9188 2.6429
H -0.1535 -0.2548 4.1233
Se -0.8595 3.0816 -1.7277
C -2.5670 2.0780 -0.0720
H -0.1826 5.9795 2.7687
H -4.8209 4.6343 -0.6990
C -3.3206 1.3407 0.8740
N -0.1942 -2.3784 -2.8267
H 5.5076 -1.6693 -3.7516
C -5.1133 2.9977 0.6511
C 1.1230 4.4793 1.9693
H 2.2294 2.7840 1.2764
H -5.1484 1.2476 1.9261
C 3.0296 -0.2908 -0.9687
H -1.3991 -0.4032 2.8683
H -6.1050 3.2991 0.9582
```

Properties
Relative energy (zero: lowest compared OMol25 entry of this formula, charge and spin): 32.5 kJ/mol
Charge: +2
LUMO energy (alpha / beta): -0.3343 / -0.3304 hartree
HOMO energy (alpha / beta): -15.07 / -15.17 eV
Multiplicity: 2
<S²>: 0.77

***

Record 5
Density functional theory data (ωB97M-V with the def2-TZVPD basis set) for the molecule C20H24N2O2.

XYZ file:
```
48
Properties=species:S:1:pos:R:3
H 0.9422 -1.5560 0.0346
O 1.4241 2.0094 1.3166
H 1.7992 -1.0480 -1.4466
C -1.4893 -1.4845 3.1085
C -0.6540 -0.6096 2.4035
C 1.8846 -1.1870 -0.3342
N -2.9575 0.4462 -0.3065
H -2.7238 2.8778 -2.3078
H 3.0914 -0.6935 2.8092
H -2.8562 1.4041 -4.4857
H 0.3316 0.3324 -2.8110
H -0.3663 3.1716 -1.9690
H -3.4935 -2.2888 3.2411
C -1.0851 -0.0019 1.1857
C -2.8156 -1.6371 2.6841
H 0.3637 -0.3993 2.7927
C -2.1644 1.1869 -1.1047
H 1.2739 1.6605 -3.5154
H -4.2830 -1.1447 1.2391
C 0.2908 1.4027 -3.0448
C 0.0797 2.1821 -1.7596
H 4.7238 -0.8913 2.2617
C 2.9244 -2.2573 0.0399
H 3.8271 -2.1093 -0.5885
H 4.2772 0.1965 0.1474
H -1.7178 -2.9534 4.7074
H -3.8539 1.5131 -2.3453
C -0.2465 0.7964 0.3725
H 1.0998 2.4032 -1.3571
H 2.5127 -3.2663 -0.1341
H -0.9030 2.7844 -4.1596
C 1.1898 0.9891 0.7047
C -2.2010 1.1758 -3.6732
C -3.2573 -0.9663 1.5220
H -0.4813 1.2634 -4.9527
H -2.1895 0.0853 -3.6062
H -0.7499 -1.5199 5.1452
C 3.6881 -0.9047 1.9220
C -0.8139 1.4002 -0.8035
C -2.4302 -0.1266 0.8023
O 3.3339 -2.2286 1.4448
C -0.8143 1.7105 -4.0164
C 3.5050 0.2302 0.9138
C -0.9692 -2.2190 4.3503
C -2.7905 1.7834 -2.3577
H 3.6162 1.1721 1.4622
H -0.0353 -2.7789 4.1295
N 2.1629 0.0941 0.3385
```

Properties
Relative energy (zero: lowest compared OMol25 entry of this formula, charge and spin): 190.0 kJ/mol
LUMO energy: 0.0032 hartree
Structure (SMILES): Cc1ccc2nc3c(c(C(=O)N4CCOCC4)c2c1)CCCCC3
HOMO energy: -8.20 eV

***

Record 6
Density functional theory data (ωB97M-V with the def2-TZVPD basis set) for the molecule C20H24N2O3S.

XYZ file:
```
50
Properties=species:S:1:pos:R:3
C 3.6320 1.4731 -0.4212
H -1.8210 -2.8996 -0.7721
C 2.9888 -2.8903 -0.1907
C -3.4590 -0.1481 -1.7216
H -4.3408 -0.0088 -2.3483
H 4.5323 -1.5914 -0.9024
H 0.2125 0.4244 1.1142
H 2.2450 -0.1521 2.4007
S -2.4044 -0.4417 1.6447
H 1.6901 0.7083 -0.3711
N -2.6762 -1.3505 0.2879
H -0.3295 -1.5425 -2.1585
O -3.6758 -0.2275 2.2680
C -1.1289 -1.0376 -1.6138
C 2.4498 -0.9172 1.6645
H 4.1141 1.1025 1.6482
H -0.3480 4.4891 -0.1207
H 3.2071 -3.6634 -0.9131
C 3.7352 -1.7251 -0.1846
C -0.4147 1.2706 0.8765
H -0.7504 -0.0746 -1.2638
C -1.5455 -1.8987 -0.4189
C 3.4725 -0.7237 0.7426
C -3.8225 -1.0339 -0.5280
C 1.5651 2.6765 0.1636
H 0.8885 -2.1956 2.3660
H 4.0359 2.4848 -0.3535
C -2.1228 3.4196 0.4501
H -2.0512 -0.1634 -3.3627
C 1.6942 -2.0779 1.6568
C -1.7710 1.1507 1.0990
H -3.1323 0.8326 -1.3686
H -4.5474 -0.5514 0.1274
H -2.6799 -1.7559 -2.9236
O -1.3617 -1.0975 2.3792
H 1.3752 -3.9716 0.7107
N 2.1971 1.5771 -0.3045
H 3.8745 1.0492 -1.4006
H -3.6849 2.0727 1.0963
C 1.9619 -3.0651 0.7226
C -2.3336 -0.8006 -2.5226
C -2.6349 2.2078 0.8896
O 2.1136 3.7468 0.3309
C -0.7651 3.5511 0.2137
H -2.7821 4.2601 0.2961
H 5.2732 0.4216 0.4931
H -0.7371 -1.9979 0.3056
C 4.2133 0.5838 0.6937
C 0.0998 2.4777 0.4122
H -4.2513 -1.9762 -0.8892
```

Properties
Relative energy (zero: lowest compared OMol25 entry of this formula, charge and spin): 123.5 kJ/mol
LUMO energy: 0.0156 hartree
Structure (SMILES): O=C(NCCc1ccccc1)c1cccc(S(=O)(=O)N2CCCCC2)c1
HOMO energy: -9.36 eV

***

Number 1: molar mass 615.546 g/mol, total energy -4413.80621 Ha. Number 2: molar mass 710.464 g/mol, total energy -4552.14013 Ha. Number 3: molar mass 683.861 g/mol, total energy -2470.03746 Ha. Number 4: molar mass 715.630 g/mol, total energy -6478.17098 Ha. Number 5: molar mass 324.424 g/mol, total energy -1036.50532 Ha. Number 6: molar mass 372.490 g/mol, total energy -1509.96868 Ha.